Here is a cluster of 2 separate species, CH3NO4 in total from the OMol25 dataset. Energies are from wB97M-V/def2-TZVPD.

```
9
Properties=species:S:1:pos:R:3
C -0.55747 -0.82909 -0.35071
N 0.78221 -0.32055 -0.59682
O 1.30407 0.41208 1.55336
O 0.93845 0.78523 -1.05882
O 0.23268 1.07724 1.19719
O 0.30787 1.97883 0.26223
H -0.65140 -1.66949 -0.92390
H -0.94079 -1.21780 0.56957
H -1.41561 -0.21645 -0.65210
```

total energy: -395.212583 Eh
multiplicity: 1
E_HOMO (spin up / spin down): -9.9 / -10.2 eV
HOMO-LUMO gap (spin up / spin down): 8.0597 / 8.6433 eV